No. 1
Molecular formula: C49H127N5O19
Method: DFT, ωB97M-V/def2-TZVPD

## Properties
HOMO	-8.101	eV
SMILES	COCCNCCOC.COCCNCCOC.COCCNCCOC.COCCNCCOC.COCCNCCOC.CC(C)O.CC(C)O.CC(C)O.CC(C)O.CC(C)O.OCCO.OCCO

Last columns: bonded neighbours and bond lengths (Å).
Geometry (Å):
1 C -2.26 -2.58 -3.94  O2 1.410, H10 1.098, H11 1.096, H12 1.096
2 O -1.06 -1.92 -3.60  C1 1.410, C3 1.443
3 C -1.32 -1.17 -2.40  O2 1.443, C4 1.552, H13 1.063, H14 1.116
4 C -0.03 -0.38 -2.04  C3 1.552, N5 1.442, H15 1.081, H16 1.089
5 N -0.13 0.64 -1.02  C4 1.442, C6 1.473, H17 1.024
6 C -0.14 0.15 0.37  N5 1.473, C7 1.500, H18 1.054, H19 1.097
7 C 1.22 -0.30 0.81  C6 1.500, O8 1.429, H20 1.075, H21 1.143
8 O 2.00 0.87 1.06  C7 1.429, C9 1.427
9 C 3.34 0.45 0.82  O8 1.427, H22 1.088, H23 1.111, H24 1.098
10 H -1.94 -3.28 -4.73  C1 1.098
11 H -3.03 -1.91 -4.34  C1 1.096
12 H -2.69 -3.12 -3.09  C1 1.096
13 H -1.67 -1.83 -1.64  C3 1.063
14 H -2.13 -0.45 -2.64  C3 1.116
15 H 0.39 0.06 -2.93  C4 1.081
16 H 0.75 -1.11 -1.81  C4 1.089
17 H 0.64 1.30 -1.16  N5 1.024
18 H -0.85 -0.63 0.47  C6 1.054
19 H -0.38 0.99 1.03  C6 1.097
20 H 1.67 -1.00 0.13  C7 1.075
21 H 1.19 -1.04 1.68  C7 1.143
22 H 3.49 0.10 -0.20  C9 1.088
23 H 3.64 -0.33 1.55  C9 1.111
24 H 3.99 1.33 0.91  C9 1.098
25 C -4.38 -0.74 -0.52  O26 1.435, H34 1.117, H35 1.092, H36 1.097
26 O -4.15 -1.86 0.34  C25 1.435, C27 1.421
27 C -5.24 -2.77 0.40  O26 1.421, C28 1.501, H37 1.107, H38 1.141
28 C -4.78 -4.03 1.05  C27 1.501, N29 1.508, H39 1.082, H40 1.084
29 N -3.50 -4.59 0.47  C28 1.508, C30 1.530, H41 0.971
30 C -2.80 -5.60 1.38  N29 1.530, C31 1.523, H42 1.084, H43 1.058
31 C -2.62 -6.93 0.67  C30 1.523, O32 1.423, H44 1.089, H45 1.089
32 O -3.91 -7.45 0.36  C31 1.423, C33 1.403
33 C -3.95 -8.68 -0.32  O32 1.403, H46 1.094, H47 1.084, H48 1.086
34 H -4.38 -1.03 -1.59  C25 1.117
35 H -3.56 -0.03 -0.37  C25 1.092
36 H -5.34 -0.24 -0.29  C25 1.097
37 H -5.63 -2.87 -0.63  C27 1.107
38 H -6.05 -2.32 1.07  C27 1.141
39 H -5.50 -4.82 0.91  C28 1.082
40 H -4.73 -3.91 2.13  C28 1.084
41 H -2.91 -3.85 0.24  N29 0.971
42 H -3.44 -5.68 2.25  C30 1.084
43 H -1.89 -5.15 1.70  C30 1.058
44 H -2.11 -7.67 1.28  C31 1.089
45 H -2.11 -6.85 -0.29  C31 1.089
46 H -3.66 -8.49 -1.36  C33 1.094
47 H -4.96 -9.07 -0.31  C33 1.084
48 H -3.17 -9.32 0.07  C33 1.086
49 C -0.12 -4.57 -2.21  O50 1.450, H58 1.142, H59 1.121, H60 1.067
50 O 0.85 -3.67 -1.61  C49 1.450, C51 1.418
51 C 1.91 -3.50 -2.53  O50 1.418, C52 1.517, H61 1.093, H62 1.108
52 C 3.14 -2.83 -1.94  C51 1.517, N53 1.476, H63 1.081, H64 1.089
53 N 3.78 -3.67 -0.90  C52 1.476, C54 1.431, H65 1.016
54 C 3.10 -3.68 0.35  N53 1.431, C55 1.464, H66 1.068, H67 1.076
55 C 3.66 -4.64 1.31  C54 1.464, O56 1.422, H68 1.089, H69 1.104
56 O 4.89 -4.08 1.75  C55 1.422, C57 1.446
57 C 5.58 -4.83 2.77  O56 1.446, H70 1.075, H71 1.092, H72 1.101
58 H 0.38 -5.59 -2.29  C49 1.142
59 H -0.27 -4.23 -3.27  C49 1.121
60 H -0.96 -4.62 -1.56  C49 1.067
61 H 1.61 -2.88 -3.37  C51 1.093
62 H 2.22 -4.48 -2.95  C51 1.108
63 H 2.86 -1.87 -1.52  C52 1.081
64 H 3.89 -2.74 -2.72  C52 1.089
65 H 4.78 -3.51 -0.83  N53 1.016
66 H 2.09 -3.99 0.17  C54 1.068
67 H 2.96 -2.70 0.77  C54 1.076
68 H 3.82 -5.64 0.91  C55 1.089
69 H 2.96 -4.88 2.13  C55 1.104
70 H 6.17 -4.12 3.33  C57 1.075
71 H 6.10 -5.62 2.23  C57 1.092
72 H 4.85 -5.32 3.43  C57 1.101
73 C -3.13 5.22 1.74  O74 1.422, H82 1.091, H83 1.150, H84 1.079
74 O -3.98 4.17 2.21  C73 1.422, C75 1.431
75 C -4.69 3.47 1.18  O74 1.431, C76 1.503, H85 1.087, H86 1.095
76 C -5.55 2.40 1.80  C75 1.503, N77 1.443, H87 1.074, H88 1.080
77 N -4.91 1.30 2.49  C76 1.443, C78 1.476, H89 0.992
78 C -4.27 1.54 3.80  N77 1.476, C79 1.567, H90 1.092, H91 1.126
79 C -3.84 0.15 4.38  C78 1.567, O80 1.458, H92 1.085, H93 1.053
80 O -2.89 -0.46 3.45  C79 1.458, C81 1.408
81 C -1.64 0.18 3.46  O80 1.408, H94 1.101, H95 1.114, H96 1.088
82 H -2.87 5.68 2.69  C73 1.091
83 H -3.74 5.93 1.08  C73 1.150
84 H -2.28 4.84 1.19  C73 1.079
85 H -3.94 3.08 0.50  C75 1.087
86 H -5.30 4.18 0.62  C75 1.095
87 H -6.14 1.98 1.00  C76 1.074
88 H -6.19 2.93 2.48  C76 1.080
89 H -4.30 0.76 1.92  N77 0.992
90 H -5.01 2.06 4.41  C78 1.092
91 H -3.35 2.18 3.72  C78 1.126
92 H -4.65 -0.56 4.48  C79 1.085
93 H -3.31 0.24 5.29  C79 1.053
94 H -0.85 -0.56 3.26  C81 1.101
95 H -1.46 0.66 4.44  C81 1.114
96 H -1.60 0.95 2.69  C81 1.088
97 C -0.49 8.25 0.53  O98 1.397, H106 1.101, H107 1.102, H108 1.110
98 O -0.22 8.37 -0.83  C97 1.397, C99 1.413
99 C 0.75 7.43 -1.27  O98 1.413, C100 1.541, H109 1.112, H110 1.075
100 C 0.05 6.18 -1.84  C99 1.541, N101 1.450, H111 1.093, H112 1.097
101 N -0.46 5.22 -0.88  C100 1.450, C102 1.523, H113 1.020
102 C 0.49 4.50 0.08  N101 1.523, C103 1.531, H114 1.095, H115 1.137
103 C 1.76 4.01 -0.61  C102 1.531, O104 1.460, H116 1.141, H117 1.087
104 O 1.52 3.11 -1.73  C103 1.460, C105 1.400
105 C 2.64 2.76 -2.49  O104 1.400, H118 1.086, H119 1.101, H120 1.090
106 H -1.14 9.09 0.82  C97 1.101
107 H 0.39 8.40 1.17  C97 1.102
108 H -0.99 7.27 0.70  C97 1.110
109 H 1.39 7.17 -0.40  C99 1.112
110 H 1.33 7.95 -2.01  C99 1.075
111 H 0.76 5.78 -2.57  C100 1.093
112 H -0.83 6.50 -2.40  C100 1.097
113 H -1.01 4.48 -1.31  N101 1.020
114 H 0.02 3.61 0.51  C102 1.095
115 H 0.77 5.18 0.94  C102 1.137
116 H 2.39 3.47 0.17  C103 1.141
117 H 2.39 4.85 -0.91  C103 1.087
118 H 2.36 2.02 -3.24  C105 1.086
119 H 3.34 2.28 -1.80  C105 1.101
120 H 3.09 3.62 -2.99  C105 1.090
121 C -0.78 -0.12 -6.85  C122 1.519, H125 1.106, H126 1.049, H127 1.100
122 C -1.90 -0.94 -7.47  C121 1.519, C123 1.535, O124 1.410, H128 1.100
123 C -1.56 -2.41 -7.76  C122 1.535, H129 1.112, H130 1.112, H131 1.115
124 O -2.93 -0.95 -6.50  C122 1.410, H132 0.962
125 H -0.56 -0.49 -5.83  C121 1.106
126 H -1.08 0.89 -6.81  C121 1.049
127 H 0.15 -0.16 -7.44  C121 1.100
128 H -2.26 -0.47 -8.39  C122 1.100
129 H -2.51 -2.82 -8.16  C123 1.112
130 H -1.36 -2.90 -6.78  C123 1.112
131 H -0.63 -2.63 -8.34  C123 1.115
132 H -3.67 -1.41 -6.91  O124 0.962
133 C 1.73 2.13 3.96  C134 1.501, H137 1.123, H138 1.080, H139 1.097
134 C 1.43 3.40 3.20  C133 1.501, C135 1.528, O136 1.434, H140 1.119
135 C 0.11 4.00 3.67  C134 1.528, H141 1.127, H142 1.090, H143 1.069
136 O 2.42 4.43 3.34  C134 1.434, H144 0.969
137 H 2.68 1.65 3.61  C133 1.123
138 H 0.85 1.51 3.84  C133 1.080
139 H 1.81 2.36 5.03  C133 1.097
140 H 1.34 3.13 2.12  C134 1.119
141 H 0.14 4.18 4.79  C135 1.127
142 H -0.76 3.45 3.33  C135 1.090
143 H 0.04 4.91 3.12  C135 1.069
144 H 3.32 4.07 3.30  O136 0.969
145 C -2.23 2.23 -4.07  C146 1.497, H149 1.094, H150 1.112, H151 1.095
146 C -2.55 3.09 -2.88  C145 1.497, C147 1.514, O148 1.423, H152 1.116
147 C -3.96 3.64 -3.00  C146 1.514, H153 1.089, H154 1.105, H155 1.087
148 O -2.57 2.33 -1.68  C146 1.423, H156 0.991
149 H -1.24 1.81 -3.86  C145 1.094
150 H -2.32 2.83 -5.00  C145 1.112
151 H -3.02 1.48 -4.11  C145 1.095
152 H -1.79 3.91 -2.83  C146 1.116
153 H -4.02 4.52 -3.64  C147 1.089
154 H -4.27 3.98 -1.99  C147 1.105
155 H -4.59 2.81 -3.31  C147 1.087
156 H -1.70 1.85 -1.60  O148 0.991
157 C 5.47 2.09 5.00  C158 1.534, H161 1.104, H162 1.077, H163 1.083
158 C 6.14 2.71 3.76  C157 1.534, C159 1.519, O160 1.454, H164 1.100
159 C 7.04 1.76 2.99  C158 1.519, H165 1.124, H166 1.084, H167 1.099
160 O 5.12 3.20 2.86  C158 1.454, H168 0.952
161 H 6.25 1.96 5.77  C157 1.104
162 H 5.13 1.08 4.90  C157 1.077
163 H 4.66 2.69 5.39  C157 1.083
164 H 6.72 3.54 4.19  C158 1.100
165 H 7.41 2.37 2.13  C159 1.124
166 H 6.52 0.82 2.81  C159 1.084
167 H 7.93 1.41 3.54  C159 1.099
168 H 5.50 3.53 2.05  O160 0.952
169 C 4.28 -2.90 5.70  C170 1.504, H173 1.128, H174 1.091, H175 1.128
170 C 3.40 -2.74 4.49  C169 1.504, C171 1.517, O172 1.439, H176 1.078
171 C 2.05 -2.08 4.66  C170 1.517, H177 1.106, H178 1.082, H179 1.076
172 O 4.18 -2.07 3.48  C170 1.439, H180 0.983
173 H 4.45 -1.94 6.27  C169 1.128
174 H 5.23 -3.30 5.33  C169 1.091
175 H 3.86 -3.66 6.41  C169 1.128
176 H 3.19 -3.71 4.07  C170 1.078
177 H 2.15 -1.06 5.09  C171 1.106
178 H 1.42 -2.71 5.28  C171 1.082
179 H 1.63 -2.08 3.67  C171 1.076
180 H 4.35 -2.73 2.77  O172 0.983
181 O -3.59 -5.27 -2.14  C182 1.407, H185 0.999
182 C -4.84 -4.83 -2.60  O181 1.407, C183 1.554, H186 1.110, H187 1.031
183 C -5.95 -5.88 -2.32  C182 1.554, O184 1.339, H188 1.096, H189 1.098
184 O -6.11 -6.26 -1.05  C183 1.339, H190 0.975
185 H -3.59 -5.12 -1.15  O181 0.999
186 H -5.04 -3.83 -2.15  C182 1.110
187 H -4.81 -4.71 -3.63  C182 1.031
188 H -5.70 -6.73 -2.97  C183 1.096
189 H -6.85 -5.41 -2.72  C183 1.098
190 H -5.26 -6.52 -0.65  O184 0.975
191 O 7.94 4.56 -2.02  C192 1.471, H195 0.985
192 C 6.51 4.26 -2.16  O191 1.471, C193 1.459, H196 1.105, H197 1.113
193 C 5.94 3.85 -0.88  C192 1.459, O194 1.441, H198 1.096, H199 1.071
194 O 6.11 4.82 0.17  C193 1.441, H200 0.980
195 H 8.35 4.18 -2.83  O191 0.985
196 H 5.99 5.17 -2.52  C192 1.105
197 H 6.36 3.45 -2.91  C192 1.113
198 H 6.25 2.90 -0.45  C193 1.096
199 H 4.88 3.75 -1.01  C193 1.071
200 H 7.03 5.12 0.02  O194 0.980


No. 2
Molecular formula: C30H37N11O2
Method: DFT, ωB97M-V/def2-TZVPD

## Properties
HOMO	-8.372	eV
SMILES	C=CN1C(=O)c2ccccc2C1=O.CC#N.CC#N.CC#N.CC#N.CC#N.CC#N.CC#N.CC#N.CC#N.CC#N

Last columns: bonded neighbours and bond lengths (Å).
Geometry (Å):
1 C 0.94 -3.81 2.75  C2 1.333, H14 1.083, H15 1.081
2 C 1.88 -3.02 3.27  C1 1.333, N3 1.445, H16 1.083
3 N 3.28 -3.41 3.21  C2 1.445, C4 1.466, C12 1.460
4 C 3.52 -3.59 1.77  N3 1.466, O5 1.189, C6 1.517
5 O 3.65 -4.61 1.19  C4 1.189
6 C 3.70 -2.18 1.24  C4 1.517, C7 1.375, C11 1.399
7 C 3.51 -1.64 -0.01  C6 1.375, C8 1.397, H17 1.076
8 C 3.78 -0.28 -0.17  C7 1.397, C9 1.389, H18 1.078
9 C 4.25 0.48 0.90  C8 1.389, C10 1.393, H19 1.082
10 C 4.43 -0.07 2.17  C9 1.393, C11 1.384, H20 1.082
11 C 4.13 -1.41 2.33  C6 1.399, C10 1.384, C12 1.506
12 C 4.18 -2.31 3.54  N3 1.460, C11 1.506, O13 1.189
13 O 4.84 -2.24 4.52  C12 1.189
14 H 0.03 -3.35 2.40  C1 1.083
15 H 1.07 -4.88 2.63  C1 1.081
16 H 1.63 -2.08 3.73  C2 1.083
17 H 3.15 -2.26 -0.81  C7 1.076
18 H 3.63 0.18 -1.13  C8 1.078
19 H 4.48 1.52 0.73  C9 1.082
20 H 4.79 0.52 3.00  C10 1.082
21 C 0.87 2.69 -2.89  C22 1.459, H24 1.088, H25 1.087, H26 1.089
22 C 1.97 2.56 -1.93  C21 1.459, N23 1.148
23 N 2.84 2.47 -1.19  C22 1.148
24 H 1.26 3.05 -3.84  C21 1.088
25 H 0.39 1.73 -3.04  C21 1.087
26 H 0.15 3.41 -2.51  C21 1.089
27 C 2.18 -2.75 -3.76  C28 1.462, H30 1.089, H31 1.088, H32 1.087
28 C 1.97 -1.33 -4.01  C27 1.462, N29 1.148
29 N 1.79 -0.21 -4.22  C28 1.148
30 H 1.35 -3.33 -4.17  C27 1.089
31 H 3.11 -3.08 -4.23  C27 1.088
32 H 2.24 -2.93 -2.69  C27 1.087
33 C -0.40 1.29 3.85  C34 1.461, H36 1.088, H37 1.089, H38 1.089
34 C -0.44 -0.11 4.26  C33 1.461, N35 1.148
35 N -0.46 -1.21 4.58  C34 1.148
36 H -1.40 1.71 3.85  C33 1.088
37 H 0.23 1.85 4.54  C33 1.089
38 H 0.02 1.37 2.84  C33 1.089
39 C 1.12 1.58 7.91  C40 1.463, H42 1.088, H43 1.088, H44 1.088
40 C 0.87 2.92 7.37  C39 1.463, N41 1.147
41 N 0.67 3.96 6.93  C40 1.147
42 H 0.24 0.95 7.77  C39 1.088
43 H 1.96 1.13 7.40  C39 1.088
44 H 1.34 1.65 8.98  C39 1.088
45 C 1.59 6.30 -0.25  C46 1.462, H48 1.088, H49 1.088, H50 1.088
46 C 0.40 5.84 -0.97  C45 1.462, N47 1.148
47 N -0.53 5.49 -1.53  C46 1.148
48 H 1.59 5.90 0.77  C45 1.088
49 H 2.49 5.95 -0.76  C45 1.088
50 H 1.61 7.39 -0.21  C45 1.088
51 C 2.32 9.66 -2.81  C52 1.462, H54 1.088, H55 1.088, H56 1.088
52 C 2.94 9.65 -1.49  C51 1.462, N53 1.147
53 N 3.42 9.63 -0.45  C52 1.147
54 H 2.54 8.73 -3.33  C51 1.088
55 H 1.24 9.76 -2.71  C51 1.088
56 H 2.70 10.49 -3.40  C51 1.088
57 C -1.40 -1.78 -2.38  C58 1.462, H60 1.089, H61 1.087, H62 1.090
58 C -0.30 -1.92 -1.42  C57 1.462, N59 1.149
59 N 0.55 -2.03 -0.66  C58 1.149
60 H -1.02 -1.37 -3.31  C57 1.089
61 H -1.85 -2.75 -2.57  C57 1.087
62 H -2.15 -1.10 -1.98  C57 1.090
63 C -4.56 -2.63 -0.29  C64 1.462, H66 1.086, H67 1.088, H68 1.089
64 C -4.73 -1.29 -0.85  C63 1.462, N65 1.148
65 N -4.87 -0.24 -1.31  C64 1.148
66 H -5.41 -3.25 -0.56  C63 1.086
67 H -3.65 -3.08 -0.68  C63 1.088
68 H -4.49 -2.56 0.80  C63 1.089
69 C -8.34 -5.37 -0.72  C70 1.462, H72 1.088, H73 1.088, H74 1.088
70 C -7.01 -5.22 -1.32  C69 1.462, N71 1.148
71 N -5.97 -5.09 -1.78  C70 1.148
72 H -8.31 -5.07 0.32  C69 1.088
73 H -9.06 -4.75 -1.26  C69 1.088
74 H -8.65 -6.41 -0.79  C69 1.088
75 C -5.34 -3.25 -5.52  C76 1.460, H78 1.088, H79 1.088, H80 1.088
76 C -4.24 -3.39 -4.57  C75 1.460, N77 1.146
77 N -3.38 -3.49 -3.82  C76 1.146
78 H -4.97 -2.85 -6.46  C75 1.088
79 H -5.79 -4.23 -5.70  C75 1.088
80 H -6.10 -2.58 -5.11  C75 1.088


Q: Which of these has the lowest HOMO?
A: C30H37N11O2


Q: Which of these has the lowest HOMO?
A: C30H37N11O2